# 1
This record from the OMol25 dataset describes a cluster of 6 separate species, C17H49Cl2O20P5 in total at a distorted geometry. The level of theory is wB97M-V/def2-TZVPD.

The value obtained for the max |F| is 2.34 eV/A. For the energy relative to the best compared isomer or geometry (same formula, charge and spin), the calculation gives 0.000 eV. For the HOMO-LUMO gap, the calculation gives 10.88 eV. The SMILES is COP(=O)(OC)OC.COP(=O)(OC)OC.COP(=O)(OC)OC.COP(=O)(OC)OC.COP(=O)(OC)OC.ClCCCl. The HOMO energy is -10.404 eV.

Structure (ORCA input):
```
! wB97M-V def2-TZVPD RIJCOSX def2/J DEFGRID3
* xyz 0 1
C -1.43770 -2.15739 -8.12341
O -2.00183 -2.81477 -6.96137
P -1.48583 -2.58674 -5.48142
O -2.26688 -3.29789 -4.46809
O 0.10345 -2.85816 -5.52206
C 0.58474 -4.20016 -5.73052
O -1.42730 -1.00720 -5.28707
C -2.62916 -0.35381 -4.68342
H -2.25443 -2.17316 -8.85850
H -0.60671 -2.68787 -8.59075
H -1.08692 -1.16974 -7.85410
H 0.99088 -4.54577 -4.77986
H 1.31107 -4.09430 -6.54629
H -0.22110 -4.85684 -6.02158
H -2.33926 -0.05586 -3.67588
H -3.55333 -0.89506 -4.77974
H -2.68189 0.46749 -5.36677
C 0.86183 -6.86437 0.73270
O 1.41024 -5.61396 0.33610
P 0.94988 -4.84061 -0.96763
O 0.77411 -5.67474 -2.17827
O 2.06279 -3.66062 -1.06082
C 3.13605 -3.83158 -1.96407
O -0.33259 -4.07578 -0.51158
C -1.22392 -3.48565 -1.57615
H -0.20269 -6.98584 0.51536
H 1.12908 -6.98477 1.77405
H 1.29102 -7.66608 0.17801
H 2.78247 -3.70906 -2.99312
H 3.64558 -4.80992 -1.85907
H 3.73740 -2.95967 -1.74402
H -0.73574 -3.19978 -2.51626
H -1.68614 -2.63922 -1.08029
H -1.95036 -4.24039 -1.82260
C -0.41172 4.62991 5.86549
O -1.37859 3.53213 5.89732
P -1.01259 2.07884 5.34147
O -2.07839 1.06343 5.39067
O 0.36623 1.64456 6.04238
C 0.40592 1.20089 7.42631
O -0.48304 2.47062 3.88462
C 0.26201 1.44553 3.19834
H -0.79283 5.30168 6.63893
H -0.57388 5.07986 4.89408
H 0.61470 4.31274 6.04554
H 1.31686 0.62464 7.57393
H -0.41200 0.52340 7.68343
H 0.42116 2.03461 8.11187
H -0.37287 0.59597 2.87794
H 1.10245 1.15839 3.80727
H 0.62711 1.89660 2.27597
C -3.17514 2.00298 1.35444
O -4.18092 1.01909 0.90111
P -3.64445 -0.27649 0.16719
O -3.07388 -0.07970 -1.15949
O -2.53626 -0.98877 1.11723
C -2.69589 -1.24479 2.53593
O -4.97167 -1.21281 0.23835
C -4.87440 -2.65238 -0.10890
H -2.93710 1.72031 2.38352
H -3.70313 2.95606 1.35759
H -2.33271 2.07474 0.67031
H -2.18759 -0.46301 3.08844
H -2.17077 -2.19886 2.70283
H -3.74779 -1.25419 2.76706
H -3.86400 -2.93166 -0.32837
H -5.40555 -2.65953 -1.04628
H -5.30787 -3.16206 0.73282
C 3.37470 2.99285 0.51970
O 4.33296 3.70001 1.33208
P 4.23670 5.24948 1.58755
O 5.23236 5.74061 2.54300
O 4.26553 5.81680 0.09847
C 4.84565 7.09956 -0.15720
O 2.69229 5.50551 2.07376
C 2.37843 5.06747 3.44538
H 2.83524 3.64546 -0.15730
H 2.70235 2.43692 1.14795
H 3.98865 2.28022 -0.01304
H 5.80937 6.99051 -0.65602
H 5.00610 7.59398 0.79740
H 4.11839 7.53232 -0.83060
H 2.37960 5.96292 4.05413
H 3.07770 4.32215 3.81669
H 1.41034 4.55011 3.42572
Cl -0.01385 2.06858 -0.49576
C 0.14420 0.44864 -1.24845
C 1.32432 0.49624 -2.19901
Cl 1.41394 -1.01735 -3.14736
H -0.74869 0.26880 -1.83858
H 0.25978 -0.32653 -0.48458
H 2.24317 0.51895 -1.60011
H 1.25253 1.34234 -2.87472
*
```

# 2
This record from the OMol25 dataset describes a structure of composition C17H49N6O8P2S2Si2TeY. The level of theory is wB97M-V/def2-TZVPD.

The value obtained for the max |F| is 0.23 eV/A. For the energy relative to the best compared isomer or geometry (same formula, charge and spin), the calculation gives 0.389 eV. For the HOMO-LUMO gap, the calculation gives 7.38 eV. The HOMO energy is -7.431 eV.

Structure (ORCA input):
```
! wB97M-V def2-TZVPD RIJCOSX def2/J DEFGRID3
* xyz 0 1
Y -0.06028 0.89864 0.73919
N -0.25793 0.29734 3.18659
N -1.54625 -0.18121 3.47598
C -2.31358 -0.67090 2.39228
O -3.26361 -1.39137 2.65617
O -1.92788 -0.26455 1.23560
H 0.46787 -0.38123 3.40048
H -0.05994 1.15250 3.69703
H -1.67265 -0.68267 4.34177
C 5.43678 -1.38826 2.51929
N 4.22109 -0.59314 2.56152
C 3.87132 -0.04031 3.86408
P 3.15417 -0.61595 1.33134
O 2.10161 0.40059 1.56986
O 2.48656 -2.11152 1.33071
P 1.10333 -2.43942 0.56067
O 0.55251 -1.22972 -0.10299
N 0.18856 -3.04294 1.76828
C -1.14428 -3.51185 1.36648
C 0.65528 -3.54467 3.05059
N 1.40188 -3.58263 -0.56042
C 1.37421 -3.31766 -1.99269
C 1.73174 -4.94394 -0.17195
N 3.90536 -0.56426 -0.10380
C 4.35472 -1.70052 -0.88909
C 4.41052 0.73810 -0.55735
H 6.27493 -0.79848 2.89424
H 5.66147 -1.68236 1.49576
H 5.34784 -2.29312 3.12854
H 4.74091 0.47612 4.27290
H 3.57175 -0.82240 4.57027
H 3.07018 0.68520 3.74866
H -1.48272 -2.96100 0.48981
H -1.85861 -3.30132 2.16191
H -1.13675 -4.58503 1.15156
H 1.62708 -3.12522 3.29611
H 0.73202 -4.63734 3.05300
H -0.06164 -3.26007 3.82370
H 1.17526 -2.26424 -2.16938
H 0.58941 -3.90749 -2.47232
H 2.33364 -3.58399 -2.44400
H 1.84825 -5.01837 0.90859
H 2.67562 -5.24907 -0.63120
H 0.95354 -5.64390 -0.48671
H 3.96943 -2.63456 -0.48694
H 5.44822 -1.74927 -0.90826
H 4.00672 -1.59131 -1.91890
H 3.94562 1.55654 -0.00791
H 4.14720 0.86989 -1.60756
H 5.49801 0.78568 -0.45057
O 2.94651 3.43819 0.11350
S 1.50671 3.45915 -0.02533
O 1.04279 2.17241 -0.70748
O 0.94159 4.60052 -0.69412
S 0.66265 3.29620 1.85726
C -4.67849 -0.14602 -2.85570
Si -3.39838 1.09969 -2.29344
C -3.24116 2.49203 -3.53394
C -1.73342 0.24771 -2.12586
C -3.90448 1.79134 -0.62494
Te -2.35812 3.05364 0.15826
C -2.98918 2.90783 2.20095
Si -4.14334 4.29665 2.72176
C -3.22716 5.92046 2.60566
C -5.64751 4.31734 1.60607
C -4.67310 3.98102 4.49224
H -4.41475 -0.56947 -3.82764
H -5.66476 0.31364 -2.94791
H -4.75854 -0.96623 -2.13865
H -2.92261 2.11352 -4.50798
H -2.49935 3.22557 -3.20795
H -4.19004 3.01501 -3.67298
H -1.49431 -0.32854 -3.02346
H -1.75259 -0.45178 -1.28654
H -0.92887 0.98243 -2.00446
H -4.02761 0.97933 0.09506
H -4.83906 2.34777 -0.70087
H -2.06485 2.94598 2.78262
H -3.43406 1.91907 2.32322
H -2.93960 6.13987 1.57562
H -2.31307 5.89732 3.20345
H -3.84645 6.74447 2.96729
H -5.36540 4.54894 0.57658
H -6.36385 5.07498 1.93180
H -6.15644 3.35065 1.61034
H -3.80669 3.94578 5.15670
H -5.20226 3.02980 4.58166
H -5.33678 4.77060 4.85206
*
```

# 3
This record from the OMol25 dataset describes a cluster of 3 separate species, C17H50IN9O5P3 in total at a distorted geometry. The level of theory is wB97M-V/def2-TZVPD.

The value obtained for the max |F| is 6.07 eV/A. For the HOMO-LUMO gap, the calculation gives 6.01 eV. The HOMO energy is -9.510 eV.

Structure (ORCA input):
```
! wB97M-V def2-TZVPD RIJCOSX def2/J DEFGRID3
* xyz 1 1
N 4.34829 -1.30726 -7.23743
C 3.47170 -2.33942 -6.92463
N 2.77466 -2.42057 -5.74158
C 2.26729 -1.13290 -5.19036
C 0.77828 -1.24648 -4.81580
C -0.07534 -0.23485 -5.58309
I -1.20419 -1.15699 -7.16698
N 3.35315 -3.28912 -7.81085
C 2.46293 -4.44807 -7.65181
P 3.15177 -5.93694 -8.48875
O 2.18984 -6.41422 -9.47654
O 4.58847 -5.62300 -9.09864
O 3.34482 -6.97372 -7.31080
H 4.63902 -0.82559 -6.39526
H 3.87485 -0.65325 -7.85754
H 3.29230 -2.95471 -5.05064
H 2.86129 -0.88116 -4.31330
H 2.36856 -0.32495 -5.90865
H 0.42010 -2.26087 -4.95364
H 0.68219 -0.96410 -3.76675
H 0.50867 0.55550 -6.04233
H -0.79162 0.23564 -4.91976
H 3.90729 -3.22257 -8.65295
H 1.47282 -4.23353 -8.04416
H 2.37282 -4.72217 -6.60578
H 4.49772 -5.28521 -10.00012
H 3.72907 -7.78357 -7.68118
O 0.15878 1.57033 -2.21756
P -0.08158 2.43326 -1.00761
N 1.48088 2.32697 -0.27678
C 1.88057 2.01399 1.07765
C 2.53985 2.97378 -1.03731
N -1.28811 1.50206 -0.24375
C -1.31328 1.25174 1.18885
C -1.71675 0.29228 -0.93949
N -0.62770 3.86126 -0.17463
C -1.26522 4.77870 -1.16052
C 0.14940 4.64941 0.77085
H 2.29152 2.89050 1.59917
H 2.68305 1.26619 1.08355
H 1.07404 1.63045 1.69271
H 2.40495 4.06593 -1.07827
H 2.55857 2.60050 -2.06427
H 3.51495 2.77482 -0.59431
H -0.54318 0.53526 1.49632
H -2.27077 0.81992 1.48363
H -1.21817 2.16385 1.77577
H -0.96694 -0.50841 -0.88787
H -1.95443 0.49195 -1.97950
H -2.63817 -0.08519 -0.49167
H -0.53951 5.16748 -1.88141
H -1.74577 5.62201 -0.66762
H -2.04222 4.24200 -1.71395
H 1.11527 4.98890 0.38300
H 0.28241 4.11444 1.70926
H -0.41983 5.54173 1.03220
O -2.22167 1.60857 4.69906
P -2.32757 0.80752 5.96300
N -1.09782 -0.36786 5.65103
C -1.11250 -1.80963 5.73788
C 0.25157 0.17757 5.62038
N -3.92554 0.22958 5.78542
C -4.32410 -1.13377 6.08346
C -4.64856 0.68009 4.59734
N -2.41573 0.59205 7.69031
C -2.44447 1.93258 8.33929
C -1.58298 -0.29920 8.48325
H -0.49627 -2.18020 6.57087
H -0.68333 -2.25832 4.83347
H -2.10444 -2.22829 5.86879
H 0.56515 0.54722 6.60948
H 0.31254 1.01088 4.91648
H 0.96994 -0.57754 5.30312
H -3.96938 -1.84281 5.32634
H -5.41292 -1.21275 6.09802
H -3.99210 -1.45464 7.07097
H -4.29412 0.19153 3.68134
H -4.58318 1.75543 4.47389
H -5.71232 0.45662 4.70499
H -1.50336 2.47265 8.19679
H -2.63778 1.85477 9.40806
H -3.25089 2.53345 7.90790
H -0.50739 -0.14957 8.34377
H -1.84685 -1.34084 8.30881
H -1.79329 -0.12709 9.53935
*
```

# 4
This record from the OMol25 dataset describes a structure of composition C17H52FeN12O13V at a distorted geometry. The level of theory is wB97M-V/def2-TZVPD.

The value obtained for the max |F| is 7.37 eV/A. For the HOMO-LUMO gap (alpha / beta), the calculation gives 4.39 / 4.30 eV. Its expectation value of S² is 6.03. The HOMO energy (alpha / beta) is -11.274 / -11.182 eV.

Structure (ORCA input):
```
! wB97M-V def2-TZVPD RIJCOSX def2/J DEFGRID3
* xyz 1 5
Fe 4.46956 -0.74358 -0.37108
O 2.97021 -4.92167 -4.30018
V 2.28393 -4.32276 -3.01152
O 1.72650 -5.36796 -2.01459
O 2.05888 0.12551 1.32598
C 0.83951 0.41409 0.66203
C 0.59067 -0.44265 -0.65644
O 1.58219 -0.81232 -1.64364
H 0.71833 1.47540 0.44517
H 0.01225 0.29753 1.36214
H -0.23969 -0.13078 -1.28995
H 0.17199 -1.40110 -0.34952
C 8.26524 -0.33992 2.69851
O 7.21638 -0.59706 2.20078
N 8.42121 0.40177 3.71222
N 9.39273 -0.92493 2.32653
H 9.24034 0.93995 3.95612
H 7.59104 0.77682 4.14843
H 10.23260 -0.63582 2.80727
H 9.44758 -1.61051 1.58688
C -1.19652 -2.41123 -6.07108
O -0.56086 -3.03267 -5.23126
N -2.06637 -2.82141 -6.90941
N -0.86444 -1.16920 -6.36814
H -2.61209 -2.18282 -7.47021
H -2.29203 -3.80560 -6.88612
H -1.28158 -0.75970 -7.19180
H -0.09484 -0.72908 -5.88427
C -3.20657 -4.31790 3.62496
O -3.28697 -5.46220 3.24267
N -3.73198 -3.90711 4.71632
N -2.52118 -3.37535 2.96798
H -3.81689 -2.91988 4.91202
H -4.43579 -4.55197 5.04629
H -2.60100 -2.42985 3.31404
H -1.92193 -3.67109 2.21066
C 2.98055 4.26124 5.02467
O 2.92746 5.24840 5.72811
N 3.46566 4.21064 3.78486
N 2.38820 3.09891 5.23170
H 3.65569 5.13623 3.42807
H 3.00392 3.45736 3.29552
H 1.97821 2.94515 6.14184
H 2.38719 2.33975 4.56553
C 4.42413 -4.25175 5.31977
O 4.49669 -4.86419 6.35780
N 4.27796 -4.70014 4.09558
N 4.14832 -2.96987 5.27823
H 4.20859 -4.12364 3.26918
H 4.28947 -5.71007 4.09450
H 4.08481 -2.48217 4.39607
H 4.11103 -2.38053 6.09761
C 4.41593 -0.22218 -6.81735
O 4.60955 -0.59351 -7.95741
N 3.77987 0.89288 -6.48842
N 4.75886 -0.92912 -5.76743
H 3.39764 1.43894 -7.24724
H 3.99128 1.25646 -5.57015
H 5.13500 -1.86506 -5.81889
H 4.83479 -0.32220 -4.96370
C -5.84123 2.18706 3.61275
C -4.44179 1.94346 3.15383
C -3.71814 3.22078 2.91514
O -3.80434 1.51292 4.40727
H -6.32774 2.61843 2.73791
H -5.85806 2.93445 4.40600
H -6.60782 1.44589 3.83884
H -4.30465 1.22521 2.34549
H -4.06929 3.52807 1.93007
H -2.63701 3.08645 2.88015
H -4.03381 4.09055 3.49129
H -4.17172 2.04362 5.11789
C -2.50185 3.73675 -4.06610
C -1.66457 4.40588 -3.02673
C -0.25971 4.42807 -3.39770
O -2.19432 5.66097 -2.64984
H -3.51295 4.11620 -4.21362
H -2.56547 2.66742 -3.86462
H -2.02851 4.04666 -4.99776
H -1.72912 3.88236 -2.07287
H 0.32280 4.80393 -2.55656
H -0.05368 5.09443 -4.23532
H -0.05990 3.37087 -3.57234
H -1.43504 6.11071 -2.27190
C -6.64594 -0.73673 -0.51439
C -5.68349 -0.98677 -1.59654
C -4.86594 -2.19588 -1.53856
O -6.24430 -0.93208 -2.93547
H -6.30321 -1.27020 0.37221
H -7.61434 -1.16281 -0.77655
H -6.79240 0.33153 -0.35475
H -4.96378 -0.20509 -1.35347
H -4.55206 -2.54098 -0.55342
H -4.06758 -2.04218 -2.26457
H -5.49970 -2.99369 -1.92576
H -5.52058 -0.93073 -3.56620
*
```

# 5
This record from the OMol25 dataset describes a cluster of 10 separate species, C17H54N21O11 in total at a distorted geometry. The level of theory is wB97M-V/def2-TZVPD.

The value obtained for the max |F| is 5.83 eV/A. For the energy relative to the best compared isomer or geometry (same formula, charge and spin), the calculation gives 2.931 eV. For the HOMO-LUMO gap, the calculation gives 6.48 eV. The HOMO energy is -10.629 eV.

Structure (ORCA input):
```
! wB97M-V def2-TZVPD RIJCOSX def2/J DEFGRID3
* xyz 1 1
C -0.40728 -3.28967 0.63814
C -0.56516 -2.33712 -0.67996
C -2.09250 -1.81351 -0.85209
C -2.27886 -1.30096 -2.36818
N -2.41599 -0.74327 0.14932
C -3.46043 -0.84615 1.21271
C -4.97036 -0.61374 0.70322
O -5.67494 -1.88500 0.51595
C -5.89298 -2.16317 -0.85957
O -6.78746 -2.94846 -1.27843
C -1.65272 0.40032 0.10601
N -1.92577 1.52449 -0.80254
N -0.51455 0.45320 1.01372
H -0.71948 -2.74249 1.59236
H 0.69249 -3.63364 0.70743
H -1.08138 -4.20364 0.48070
H -0.31400 -3.03019 -1.57081
H 0.20456 -1.48511 -0.65495
H -2.78682 -2.70172 -0.66345
H -3.34974 -0.92803 -2.59828
H -1.55854 -0.47031 -2.67795
H -2.07448 -2.21772 -3.04215
H -3.41454 -1.87859 1.71361
H -3.25460 -0.06402 2.02410
H -5.52617 -0.09211 1.57650
H -5.06622 0.09913 -0.18917
H -5.16732 -1.67670 -1.61917
H -1.15565 1.56201 -1.50193
H -2.76620 1.21445 -1.32874
H 0.37542 0.55351 0.47030
H -0.39975 -0.46169 1.49903
C 2.86850 -0.06809 -1.42884
O 1.82384 0.26810 -0.86880
N 3.16978 0.29118 -2.69497
N 3.80870 -0.82594 -0.83015
H 4.02181 0.01947 -3.15719
H 2.50002 0.85818 -3.18755
H 3.63410 -1.12147 0.11635
H 4.66204 -1.10171 -1.28525
C 6.66669 -2.22611 -3.07271
O 6.10566 -1.15708 -2.85585
N 7.38514 -2.46152 -4.19611
N 6.61869 -3.26654 -2.20930
H 7.84772 -3.33239 -4.38237
H 7.44949 -1.71545 -4.86905
H 6.09450 -3.13908 -1.35736
H 7.07418 -4.14472 -2.37777
C -1.07566 5.68737 1.45429
O -0.82932 6.81983 1.83606
N -2.29215 5.32026 0.97817
N -0.15666 4.69005 1.47041
H -2.50342 4.39127 0.66196
H -3.00872 6.02684 0.94657
H 0.76286 4.91366 1.81576
H -0.35080 3.75562 1.15814
C -0.90179 -2.22545 -6.03598
O -0.38908 -2.02684 -4.94081
N -0.76426 -3.38983 -6.71025
N -1.65568 -1.29353 -6.67352
H -1.18069 -3.55968 -7.60715
H -0.21282 -4.11504 -6.27807
H -1.78680 -0.40953 -6.21124
H -2.07951 -1.44650 -7.57028
C -0.41993 2.49266 5.19266
O -0.02960 1.47232 4.63859
N -0.92105 3.55136 4.50678
N -0.38804 2.65937 6.53427
H -1.24366 4.39300 4.94863
H -0.96354 3.47361 3.50486
H -0.02392 1.90071 7.08619
H -0.70561 3.49216 6.99575
C 1.90688 10.61011 1.33490
O 2.79619 11.42414 1.14434
N 1.14824 10.10123 0.33235
N 1.59346 10.13733 2.56721
H 0.41488 9.43113 0.48136
H 1.34208 10.42080 -0.60196
H 2.12876 10.48504 3.34524
H 0.86351 9.46736 2.73221
C -1.21086 4.24440 9.87290
O -0.53678 3.52506 9.14818
N -2.53846 4.44368 9.68097
N -0.69309 4.90788 10.93397
H -3.09894 5.03180 10.27045
H -2.96955 3.97072 8.90411
H 0.28998 4.79116 11.11734
H -1.23795 5.49982 11.53400
C 4.01635 -5.42222 0.39777
O 4.90175 -4.60311 0.20086
N 3.24937 -5.92895 -0.59932
N 3.71948 -5.89982 1.63069
H 2.52056 -6.60198 -0.44697
H 3.43268 -5.60393 -1.53454
H 4.26284 -5.55284 2.40417
H 2.99466 -6.57257 1.80205
C -1.10300 -6.90921 -6.50457
O -0.20213 -6.10203 -6.68681
N -1.86490 -7.39816 -7.51239
N -1.42201 -7.38910 -5.27781
H -2.60588 -8.06064 -7.37249
H -1.66545 -7.07126 -8.44338
H -0.88304 -7.05496 -4.49641
H -2.15923 -8.05149 -5.11902
*
```

Short version: energy = -130874.145 -108097.613 -78049.923 -123028.708 -72321.070 eV, in the order given.